[1]
Molecular formula: C3H5NS4
Method: DFT, ωB97M-V with the def2-TZVPD basis set

Geometry as ORCA input:
```
! RIJCOSX wB97M-V def2-TZVPD def2/J DEFGRID3
* xyz 0 1
S -3.5469 -0.1648 -0.0256
C -1.8656 -0.0781 0.2692
N -1.1998 1.0663 0.0940
S 0.1583 1.6022 0.8190
C 1.7451 0.9589 -0.0013
S 1.9862 -0.9781 0.0962
C 0.3674 -1.5709 -0.1281
S -0.9661 -1.2917 1.1684
H -1.5693 1.7106 -0.9077
H 1.9813 1.6653 -1.0851
H 2.5200 1.5659 0.7714
H 0.4642 -2.7375 0.1679
H -0.0746 -1.7482 -1.2381
*
```

For the LUMO energy, the calculation gives -0.5 eV. The value obtained for the energy above the lowest of the compared OMol25 structures with the same formula, charge and spin is 3.387 eV. The value obtained for the frontier orbital gap is 7.91 eV. Its HOMO energy is -8.45 eV. For the calculated total energy, the calculation gives -1764.67371 Eh. Its structure (SMILES) is S=C1NSCSCS1.


[2]
Molecular formula: C3H5NaO3
Method: DFT, ωB97M-V with the def2-TZVPD basis set

Geometry as ORCA input:
```
! RIJCOSX wB97M-V def2-TZVPD def2/J DEFGRID3
* xyz 1 2
H -1.8017 0.0094 1.3019
C -1.7040 -0.3366 0.2499
C -0.3711 -0.6507 -0.3845
O 0.6899 0.0760 0.2435
C 1.8980 0.0327 -0.2737
O 2.6538 0.7031 0.5467
H -2.3979 -1.1894 0.2758
H -1.2535 -1.0981 -1.1730
H -0.0272 -1.6949 -0.3240
H 3.5826 0.5857 0.3099
Na 0.1958 2.5652 -0.3063
O -1.4648 0.9976 -0.4661
*
```

As for the expectation value of S²: 0.756. For the LUMO energy (alpha / beta), the calculation gives -4.3 / -6.7 eV. The value obtained for the energy above the lowest of the compared OMol25 structures with the same formula, charge and spin is 7.456 eV. The value obtained for the frontier orbital gap (alpha / beta) is 9.09 / 6.74 eV. Its HOMO energy (alpha / beta) is -13.40 / -13.40 eV. For the calculated total energy, the calculation gives -504.81177 Eh.


Which of these has the lowest calculated total energy?
C3H5NS4


Among the records above, which one has the lowest calculated total energy?
C3H5NS4